Record 1
{
  "formula": "C5H7EuO3",
  "method": "ωB97M-V/def2-TZVPD",
  "total_charge": 2,
  "total_energy_ha": -1130.03672,
  "gap_ev": [5.91, 8.87],
  "spin_multiplicity": 9,
  "elements": ["O", "C", "O", "Eu", "O", "C", "H", "H", "C", "H", "C", "C", "H", "H", "H", "H"],
  "coordinates": [[0.9341, -0.1722, 0.8489], [2.2578, -0.0796, 0.4127], [2.6412, -0.7438, -0.5645], [5.1452, 0.2932, -0.3899], [2.9606, 0.7441, 1.0155], [0.1041, -0.9727, 0.2608], [0.4654, -1.5232, -0.6145], [-1.7680, -1.8956, 0.5176], [-1.2809, -0.9251, 0.6451], [-1.4516, -0.4603, 1.6209], [-1.7518, 0.0577, -0.5052], [-1.3852, 1.4648, -0.3840], [-2.8189, -0.1471, -0.6487], [-1.5222, 1.9291, 0.5968], [-1.1482, 0.2953, -1.5665], [-1.3814, 2.1353, -1.2451]],
  "forces_ev_per_a": [[-1.0, -0.4, 0.2], [2.0, 0.8, -1.0], [0.1, -0.4, -0.2], [-1.7, -0.2, 0.5], [0.3, -0.1, 0.2], [0.2, 0.1, 0.1], [0.0, -0.1, 0.3], [0.0, 0.2, 0.0], [0.6, 0.1, -0.3], [0.0, -0.2, -0.2], [1.4, 1.7, -3.3], [-1.2, 1.8, 2.6], [0.3, -0.1, -0.5], [0.5, 0.3, -0.2], [-1.4, -3.4, 1.6], [0.0, -0.3, 0.2]]
}

***

Record 2
{
  "formula": "C5H7F",
  "method": "ωB97M-V/def2-TZVPD",
  "smiles": "C=CC1(F)CC1",
  "total_energy_ha": -294.48370,
  "gap_ev": 10.21,
  "spin_multiplicity": 1,
  "elements": ["C", "C", "C", "C", "C", "F", "H", "H", "H", "H", "H", "H", "H"],
  "coordinates": [[-2.2426, 0.0537, -0.0204], [-0.9847, -0.4617, 0.0021], [1.4975, -0.1225, -0.7485], [1.4683, -0.0358, 0.7689], [0.2552, 0.3892, -0.0451], [-0.0950, 1.7562, 0.0763], [-3.0147, -0.5716, 0.2350], [-2.5880, 0.9538, -0.3275], [-0.6987, -1.4015, 0.2631], [2.0319, 0.6267, -1.2392], [1.2064, -0.9772, -1.3109], [1.2777, -1.0215, 1.1572], [1.8868, 0.8121, 1.1889]],
  "forces_ev_per_a": [[3.5, -3.1, 0.2], [-0.9, 4.8, -0.2], [-1.7, 1.5, 0.8], [-2.5, -2.1, -2.5], [-0.9, 0.4, 0.5], [0.9, -1.0, -0.7], [-1.7, -1.8, 0.4], [-0.1, 3.1, -0.7], [-0.1, -3.0, 0.7], [1.0, 0.9, -0.9], [0.6, -0.9, -0.1], [0.6, 0.2, 1.3], [1.3, 0.9, 1.2]]
}

***

Record 3
{
  "formula": "C5H7F",
  "method": "ωB97M-V/def2-TZVPD",
  "smiles": "C#C[C@@H](C)CF",
  "total_energy_ha": -294.46772,
  "gap_ev": 10.67,
  "spin_multiplicity": 1,
  "elements": ["C", "C", "C", "C", "C", "F", "H", "H", "H", "H", "H", "H", "H"],
  "coordinates": [[-1.6553, -1.3878, 1.2796], [-0.7066, -0.7801, 0.8460], [1.1374, -0.6941, -0.7130], [-0.2917, 1.4505, -0.3025], [0.3411, -0.0043, 0.3408], [-0.5015, 2.2959, 0.6898], [-2.4236, -1.9225, 1.7690], [0.5618, -0.9726, -1.5948], [1.8320, 0.1616, -1.2293], [1.6090, -1.6554, -0.3477], [0.3812, 1.7309, -1.0263], [-1.2422, 1.2565, -0.7466], [0.9584, 0.5215, 1.0350]],
  "forces_ev_per_a": [[1.0, 0.5, -0.2], [-2.1, -1.2, 1.6], [2.1, 1.0, -2.0], [-0.8, -4.7, 1.0], [-0.6, 3.7, -2.4], [0.2, 1.7, 1.5], [-0.3, -0.2, 0.0], [-0.6, -0.2, 0.2], [-0.8, -2.5, 1.6], [0.0, 1.4, -0.4], [1.8, 1.4, -1.4], [-0.7, -0.4, -0.5], [0.6, -0.5, 1.1]]
}

***

Record 4
{
  "formula": "C5H7F",
  "method": "ωB97M-V/def2-TZVPD",
  "total_energy_ha": -294.32439,
  "gap_ev": [6.90, 7.59],
  "spin_multiplicity": 3,
  "elements": ["C", "C", "C", "C", "C", "F", "H", "H", "H", "H", "H", "H", "H"],
  "coordinates": [[0.4566, -0.7892, -0.1052], [0.4164, -2.0915, -0.4034], [-0.0537, 0.4235, 0.6276], [1.1864, 0.5569, -0.2689], [-1.3541, 1.1006, 0.1532], [2.3785, 0.7541, 0.5132], [1.0551, -2.6592, -0.9801], [-0.3949, -2.5965, -0.0814], [0.1006, 0.5288, 1.6916], [1.1065, 1.0320, -1.2249], [-1.3666, 2.1002, 0.4799], [-2.1369, 0.4877, 0.4899], [-1.3939, 1.1526, -0.8914]],
  "forces_ev_per_a": [[1.9, 11.3, 2.0], [0.2, -5.5, -1.1], [0.5, -0.8, -1.9], [-1.5, -2.8, 2.1], [1.7, -1.0, 0.5], [-0.8, -0.2, -1.4], [1.7, -0.6, -1.0], [-2.7, -1.8, 0.7], [0.2, -0.1, 0.4], [0.7, 0.7, -0.2], [-0.4, 1.2, 0.9], [-1.5, -0.3, 0.6], [0.0, -0.2, -1.7]]
}

***

Record 5
{
  "formula": "C5H7F2N",
  "method": "ωB97M-V/def2-TZVPD",
  "smiles": "C#C[C@@H](N)C(C)(F)F",
  "total_energy_ha": -449.03765,
  "gap_ev": 10.28,
  "spin_multiplicity": 1,
  "elements": ["C", "C", "C", "C", "C", "H", "H", "H", "H", "H", "H", "H", "N", "F", "F"],
  "coordinates": [[2.1061, 0.0376, -0.0894], [0.6719, -0.6345, 0.1720], [-0.5387, 0.1882, -0.4931], [-1.8387, -0.5196, -0.3801], [-3.0104, -0.8150, 0.2173], [2.8134, -0.5455, 0.3385], [2.1922, 0.1331, -1.2176], [1.9632, 1.0368, 0.2600], [-0.5069, 0.6240, -1.6005], [-0.4099, 1.1084, 1.2574], [0.0963, 1.9450, -0.3757], [-3.8040, -1.5055, 0.5334], [-0.7311, 1.4634, 0.2751], [0.6829, -1.8177, -0.3953], [0.3136, -0.6989, 1.4980]],
  "forces_ev_per_a": [[-5.0, 0.9, -2.3], [0.1, 3.0, -2.2], [-1.6, 1.2, -1.2], [-7.8, -2.3, 4.8], [7.9, 1.0, -4.2], [2.4, -1.4, 1.4], [0.1, -0.5, 1.4], [0.7, 0.6, 0.7], [0.8, -1.8, 1.9], [-0.4, 1.9, -2.0], [-2.3, -0.3, 3.6], [0.6, 0.9, -0.4], [3.7, -0.3, -1.2], [0.0, -2.1, 0.1], [0.8, -0.6, -0.4]]
}

***

Record 6
{
  "formula": "C5H7F2N3O",
  "method": "ωB97M-V/def2-TZVPD",
  "smiles": "NC(=O)[C@@H]1N=NC[C@@]1(F)CF",
  "total_energy_ha": -633.90171,
  "gap_ev": 10.30,
  "spin_multiplicity": 1,
  "elements": ["C", "C", "C", "C", "C", "N", "N", "N", "O", "F", "F", "H", "H", "H", "H", "H", "H", "H"],
  "coordinates": [[1.6812, 1.0422, 0.0766], [-1.4618, -0.7062, 0.8487], [0.0925, 1.0870, 0.1697], [-0.5270, -0.4756, -0.2876], [-0.9562, -0.5869, -1.7633], [-1.2556, 0.4249, 1.8077], [-0.4736, 1.2581, 1.4066], [2.2787, 0.3360, 1.0453], [2.2047, 1.7786, -0.6803], [0.4777, -1.4010, -0.1178], [-1.7876, -1.6497, -1.8127], [-2.5615, -0.6148, 0.6804], [-1.2650, -1.5730, 1.4777], [-0.1327, 1.8864, -0.5391], [-0.1089, -0.9474, -2.4263], [-1.3958, 0.2735, -2.2106], [1.8894, -0.5473, 1.4004], [3.3012, 0.4152, 0.9250]],
  "forces_ev_per_a": [[-3.5, -0.2, 2.2], [-1.8, 1.2, 0.6], [1.0, -3.5, -3.5], [0.9, 2.5, -0.7], [2.1, -1.1, 0.4], [-0.4, -0.7, 0.4], [0.2, 2.0, 2.1], [1.7, -0.9, 0.3], [1.6, 1.2, -1.9], [0.9, -0.6, 0.0], [-1.8, -1.2, -0.3], [0.8, -0.5, -0.4], [0.0, -0.4, -0.6], [-0.4, -0.1, 0.2], [-0.3, 1.1, 1.0], [-0.6, 0.8, 0.0], [0.3, 0.9, -0.4], [-0.8, -0.5, 0.5]]
}

***

Record 7
{
  "formula": "C5H7F2NO2",
  "method": "ωB97M-V/def2-TZVPD",
  "total_energy_ha": -599.55042,
  "gap_ev": 10.29,
  "spin_multiplicity": 1,
  "elements": ["C", "C", "C", "C", "C", "N", "O", "O", "F", "F", "H", "H", "H", "H", "H", "H", "H"],
  "coordinates": [[-2.5278, -0.5481, -0.2204], [2.2897, 0.3872, 0.3751], [2.0002, -0.1736, -1.0010], [0.9871, -0.1376, 0.0810], [-1.6987, 0.0700, 0.8646], [-0.6850, 0.9412, 0.0788], [-3.5958, -1.0336, 0.0272], [-1.9561, -0.6121, -1.3290], [2.3798, -1.3850, -1.5270], [0.7786, -1.2613, 0.8243], [2.8154, -0.2814, 1.1024], [2.5910, 1.4661, 0.3496], [1.9628, 0.5424, -1.7879], [-1.3032, -0.6571, 1.5583], [-2.3365, 0.8362, 1.4544], [-0.4157, 1.7889, 0.5968], [-1.2860, 0.0579, -1.4472]],
  "forces_ev_per_a": [[-1.4, -0.4, 4.1], [2.7, 0.9, 0.7], [-0.9, -1.2, -0.4], [-3.9, 1.7, 0.8], [0.1, 4.1, -0.2], [3.1, -2.9, 1.2], [-0.7, -0.3, -0.1], [0.4, -1.2, -4.8], [0.3, 0.5, 0.8], [-0.5, 0.3, -0.9], [-0.3, 0.9, -0.7], [-0.5, -1.2, 0.2], [-0.2, 0.6, -0.3], [0.3, -0.2, 0.0], [0.9, -1.4, -0.8], [0.0, -0.7, 0.0], [0.8, 0.7, 0.4]]
}

***

Record 8
{
  "formula": "C5H7F6NO",
  "method": "ωB97M-V/def2-TZVPD",
  "total_energy_ha": -923.79896,
  "gap_ev": [7.70, 7.70],
  "spin_multiplicity": 1,
  "elements": ["C", "C", "C", "C", "C", "N", "O", "F", "F", "F", "F", "F", "F", "H", "H", "H", "H", "H", "H", "H"],
  "coordinates": [[0.3778, -0.6734, -0.0400], [0.8979, 1.0411, -1.5428], [-0.8211, 1.3965, 0.1660], [-3.7060, -1.0597, 0.0845], [-0.4249, 2.8836, 0.0840], [0.1880, 0.7181, -0.4552], [-1.4336, 0.9159, 1.1564], [-3.0671, -2.1944, -0.2952], [-4.6315, -1.3926, 0.9513], [-4.3826, -0.5400, -0.9298], [-1.2171, 3.5692, 1.0174], [0.9105, 3.1210, 0.4630], [-0.6089, 3.4973, -1.0801], [0.9949, -0.6480, 0.9791], [-0.5946, -1.0338, 0.0558], [0.9306, -1.2931, -0.6443], [0.7734, 2.0011, -1.9104], [1.5810, 0.3102, -1.8420], [-2.8747, -0.4847, 0.4482], [-1.0567, 1.1109, 2.0604]],
  "forces_ev_per_a": [[1.1, 1.8, 4.2], [-1.3, -0.5, 2.4], [4.3, 4.1, -5.1], [0.5, -0.8, -0.5], [-1.3, 0.3, 2.5], [0.8, -1.6, -2.1], [-2.3, -1.8, 5.5], [-0.3, -0.5, -0.6], [-0.3, -0.2, 1.4], [0.5, 0.3, -0.8], [1.2, -0.7, -1.0], [-1.6, -0.1, -0.5], [0.2, -0.1, -0.1], [-1.7, -0.2, -1.8], [-1.3, -1.2, 0.7], [1.2, -0.8, -2.0], [0.2, 1.4, -1.0], [0.9, -0.5, -0.7], [-0.4, 1.2, 0.5], [-0.3, -0.2, -1.0]]
}

***

Record 9
{
  "formula": "C5H7F6NS3",
  "method": "ωB97M-V/def2-TZVPD",
  "total_energy_ha": -2043.02230,
  "gap_ev": [7.66, 7.90],
  "spin_multiplicity": 1,
  "elements": ["C", "C", "C", "C", "C", "N", "F", "F", "F", "F", "F", "F", "S", "S", "S", "H", "H", "H", "H", "H", "H", "H"],
  "coordinates": [[-0.0470, 0.2954, -2.3889], [1.7162, 0.2217, -0.6108], [-0.1811, 1.3238, 1.3187], [-0.2934, 1.2865, -0.2079], [-0.7012, -1.2770, 1.3976], [0.3079, 0.2115, -0.9070], [-1.2754, 1.7871, 1.9121], [0.1667, 2.5208, -0.6821], [-1.6439, 1.3084, -0.5365], [1.5589, -1.4819, 2.3559], [-0.5639, -3.4945, 0.2057], [-2.9535, -0.6554, 2.5915], [0.0546, -1.9541, 2.8022], [-0.2867, -1.9267, -0.2437], [-2.3753, -1.1984, 1.1275], [-0.9758, -0.2037, -2.4491], [0.1207, 1.3676, -2.6215], [0.6210, -0.2464, -3.1172], [1.9921, 1.1877, -0.8021], [1.9170, -0.1430, 0.4792], [2.0748, -0.5149, -1.3753], [0.7675, 1.5856, 1.7519]],
  "forces_ev_per_a": [[2.4, 0.5, 0.6], [0.1, -3.8, 0.7], [-0.2, -1.4, -1.3], [-2.4, 0.9, 0.3], [0.0, 0.5, -0.5], [-1.0, -0.2, -0.2], [0.4, 0.0, 0.0], [0.2, -0.2, 0.0], [1.0, 0.0, 0.3], [0.0, -0.1, 0.4], [0.0, -0.4, -0.1], [0.2, -0.3, -0.6], [0.2, 0.4, -0.6], [-0.2, -0.2, 0.4], [-0.3, 0.3, 1.0], [-1.4, 0.4, -0.5], [-1.1, -0.7, -0.4], [-0.1, 0.2, 1.5], [1.9, 2.3, -0.3], [-0.3, 0.7, -2.1], [0.7, 0.7, 1.1], [0.1, 0.1, 0.3]]
}

***

Record 10
{
  "formula": "C5H7FN2",
  "method": "ωB97M-V/def2-TZVPD",
  "smiles": "Cn1c(N)ccc1F",
  "total_energy_ha": -404.03574,
  "gap_ev": 8.45,
  "spin_multiplicity": 1,
  "elements": ["C", "C", "C", "C", "C", "H", "H", "H", "H", "H", "H", "H", "N", "N", "F"],
  "coordinates": [[0.2522, 1.9259, 0.0502], [-0.7193, -0.4224, -0.1429], [-0.1781, -1.6889, 0.0621], [1.2093, -1.6058, 0.1081], [1.4965, -0.2667, -0.0214], [1.0065, 2.0102, 0.9699], [0.7832, 2.4721, -0.7466], [-0.8228, 2.2546, 0.4339], [-2.3262, -0.0659, 0.8555], [-2.7069, -0.2976, -0.8636], [-0.8232, -2.5291, -0.1774], [1.8456, -2.4690, -0.0631], [0.3230, 0.4947, -0.1913], [-2.0125, 0.0219, -0.1144], [2.6727, 0.1663, -0.1589]],
  "forces_ev_per_a": [[1.0, 0.2, 3.2], [1.8, -1.3, 0.1], [-2.4, 0.8, -1.2], [0.3, 0.4, -0.7], [-3.9, -2.4, 0.0], [-1.8, 0.5, -1.6], [-1.0, 0.1, 0.1], [2.5, -0.6, -1.4], [-0.8, 0.0, -0.9], [1.6, 0.5, 1.8], [0.4, -0.2, 0.7], [0.3, 0.5, 0.4], [1.3, -1.3, 0.2], [-2.5, 0.3, -0.4], [3.3, 2.5, -0.3]]
}

***

Record 11
{
  "formula": "C5H7FO2",
  "method": "ωB97M-V/def2-TZVPD",
  "smiles": "C=C1OC[C@@H](O)[C@@H]1F",
  "total_energy_ha": -444.94822,
  "gap_ev": 9.90,
  "spin_multiplicity": 1,
  "elements": ["C", "C", "C", "C", "C", "H", "H", "H", "H", "H", "H", "H", "O", "O", "F"],
  "coordinates": [[-1.1091, 0.2202, -0.4455], [-0.7170, -1.2518, 0.0356], [1.1340, 0.0117, -0.1330], [2.4335, 0.2521, -0.1925], [0.0146, 0.9265, 0.2008], [-2.7605, -0.0266, 0.8059], [-1.0261, 0.3059, -1.4808], [-1.2123, -1.6133, 1.0279], [-1.0905, -1.9241, -0.6466], [2.8113, 1.2709, 0.2244], [3.3260, -0.3908, -0.2596], [-0.1281, 0.7475, 1.2597], [-2.4823, 0.4985, -0.1776], [0.6688, -1.3791, -0.1160], [0.1377, 2.3523, -0.1027]],
  "forces_ev_per_a": [[-1.6, -2.1, 1.8], [-1.4, 0.7, 0.3], [2.3, -2.4, 0.3], [1.6, 2.4, 1.6], [-0.4, 1.8, 0.4], [1.3, 2.5, -4.3], [0.2, -0.1, -1.9], [1.3, 1.2, -1.0], [-1.4, -1.6, -1.6], [-1.1, -1.4, -1.4], [-1.2, -0.4, -0.3], [0.0, 1.1, 0.7], [-0.4, -2.1, 4.6], [0.8, 3.3, 0.3], [0.2, -3.0, 0.5]]
}

***

Record 12
{
  "formula": "C5H7FO2",
  "method": "ωB97M-V/def2-TZVPD",
  "smiles": "O[C@@]12COC[C@]1(F)C2",
  "total_energy_ha": -444.99961,
  "gap_ev": 10.90,
  "spin_multiplicity": 1,
  "elements": ["C", "C", "C", "C", "C", "H", "H", "H", "H", "H", "H", "H", "O", "O", "F"],
  "coordinates": [[-0.3573, -0.7275, 0.0830], [1.0646, -1.1924, -0.2422], [1.1467, 1.1009, -0.2676], [-0.2793, 0.7372, 0.1101], [-0.5048, -0.0066, 1.4158], [-1.8925, -0.7794, -1.0627], [1.4657, -2.0657, 0.2858], [0.9280, -1.4842, -1.3034], [1.2760, 1.3391, -1.3332], [1.6004, 1.9450, 0.2539], [0.2224, 0.0952, 2.2284], [-1.4945, 0.1716, 1.8227], [-1.4827, -1.3759, -0.4176], [1.8693, -0.0942, 0.0015], [-1.2908, 1.4522, -0.4618]],
  "forces_ev_per_a": [[0.0, -0.8, 1.6], [-1.7, -1.2, -0.9], [0.2, 0.1, -0.5], [0.7, 0.3, 0.2], [-0.1, 1.4, 0.1], [0.0, -0.2, 0.1], [-0.3, 0.3, 0.1], [0.8, 0.2, 0.0], [-0.6, 0.0, 0.0], [-0.1, -0.3, 0.4], [0.2, -0.4, -0.7], [-0.2, -0.4, -0.4], [0.4, 0.1, -0.3], [0.8, 0.7, 0.4], [-0.1, 0.2, 0.0]]
}